# 1
A structure of composition C26H22AsClO2Sn in a non-equilibrium geometry, computed with wB97M-V/def2-TZVPD.

Multiplicity: 1
Highest occupied orbital energy (alpha / beta) (eV): -14.38 / -13.87
Gap between HOMO and LUMO (alpha / beta) (eV): 5.62 / 4.51
Net charge: +2
Max |F| (hartree/bohr): 0.1022

XYZ file:
```
53
Properties=species:S:1:pos:R:3:forces:R:3
H 3.8169 -2.8620 -2.2320 0.0 0.1 0.0
C -3.2875 0.1038 -3.4176 -0.1 0.5 0.8
C -0.4013 3.7519 2.6623 0.0 -0.3 -0.2
C 1.8029 -2.4944 4.3541 0.0 0.1 -0.4
H 2.9616 -1.6277 1.2646 -0.1 -0.1 0.2
C 0.9348 -1.3028 1.9873 -0.3 -0.6 0.6
C -3.8556 -0.3265 -2.1534 -0.7 0.6 0.4
C -3.2489 1.9512 -1.9501 -0.6 -0.9 -0.2
C 1.0487 1.9710 1.8590 -0.4 0.2 -0.1
H 5.2392 -0.8438 -2.6238 -0.3 0.0 0.2
H -0.9814 -1.0528 2.9772 0.2 -0.2 0.1
O 0.7175 -1.5588 -3.4361 -1.4 0.8 0.5
H -5.4247 -1.7403 -2.0605 0.5 -0.3 0.2
H -2.4756 2.1228 -4.0867 -0.3 -0.4 0.6
C 4.3022 -0.7589 -2.0670 -0.2 0.2 0.1
Cl -1.3335 -4.0631 -3.5183 -0.1 0.0 0.0
Sn -1.7299 0.1338 -1.5622 0.3 -0.2 1.1
H -4.1490 0.7856 -0.1621 0.0 0.1 -0.6
As 0.2185 -0.4394 0.3841 1.9 0.4 2.0
C -0.0802 -1.0228 -2.8449 2.6 -1.5 -2.2
H 1.7481 3.6878 2.9387 -0.1 0.0 0.0
H -2.5158 3.5250 2.2389 0.3 -0.1 0.0
C 1.9100 -0.5228 -0.6492 -0.3 0.4 -0.5
C 0.4848 -2.0299 4.2485 0.2 0.2 -0.3
C 0.0386 -1.4285 3.0680 0.7 -0.3 -0.2
C -2.9322 1.5048 -3.2953 -0.2 -0.2 0.8
H -2.2405 1.3508 1.0633 0.2 0.1 0.2
H 4.5012 1.3723 -1.7310 0.1 -0.1 0.0
H -3.8005 -2.4724 -2.3945 -0.4 0.3 0.3
C 0.8788 3.1902 2.5277 -0.4 -0.4 -0.2
H 3.7106 -2.7037 3.3428 0.0 0.0 0.1
H 2.1487 -2.9694 5.2745 -0.2 0.2 -0.3
C -0.0747 1.3290 1.3117 0.2 -0.2 -0.7
H -4.2279 -1.9199 -0.7321 -0.1 0.0 -0.5
H 2.0389 1.5146 1.7601 -0.4 0.2 0.2
O 0.8296 2.6803 -1.9649 -3.1 -2.4 0.2
C 0.0076 1.8824 -1.8770 3.9 3.4 -0.6
H 1.6816 -2.6541 -0.9823 0.1 0.0 0.0
H -0.5231 4.7036 3.1834 0.0 -0.3 -0.2
H -3.0853 2.9529 -1.5283 -0.1 -0.6 -0.3
C -3.8164 0.8142 -1.2041 -0.8 0.4 -2.1
C 2.6985 0.6169 -0.8671 0.0 -0.5 0.0
H 2.3762 1.5773 -0.4705 0.3 -0.2 -0.1
C 2.6892 -2.3513 3.2751 -0.5 0.2 0.2
C 3.8945 0.4907 -1.5744 -0.1 -0.4 0.0
C -1.5214 3.0931 2.1329 0.4 -0.2 0.0
H -0.2004 -2.1346 5.0819 0.1 0.0 0.0
C 3.5083 -1.8921 -1.8557 -0.2 0.3 0.3
C 2.2690 -1.7480 2.0903 -0.7 0.0 0.0
C 2.3056 -1.7791 -1.1543 0.2 0.5 0.3
C -1.3656 1.8660 1.4668 0.6 0.3 -0.2
C -4.3489 -1.7123 -1.8098 -0.2 0.2 -0.2
H -3.1418 -0.5605 -4.2882 -0.2 0.6 0.6
```
Forces are in eV/Å.

=====

# 2
A structure of composition C26H22Cl2F6NO2RbS in a non-equilibrium geometry, computed with wB97M-V/def2-TZVPD.

Multiplicity: 1
Highest occupied orbital energy (eV): -1.65
Gap between HOMO and LUMO (eV): 5.78
Net charge: -2
Relative energy (zero: lowest compared OMol25 entry of this formula, charge and spin) (eV): 0.1618
Max |F| (hartree/bohr): 0.0199

XYZ file:
```
61
Properties=species:S:1:pos:R:3:forces:R:3
Rb -2.3781 -1.0554 -0.2416 0.7 0.1 -0.8
S -0.2722 -3.3917 -1.5865 0.0 0.1 -0.3
H 0.3307 -0.2492 -1.2779 0.0 0.1 0.0
C -1.2062 -1.6639 -5.1535 0.2 0.0 -0.1
Cl -6.6103 -2.0425 2.8036 -0.1 0.0 0.1
H -0.7834 2.9549 4.5464 0.0 0.0 0.1
C 0.6132 2.0778 3.1373 -0.1 -0.2 0.0
C -0.5688 1.2926 -2.4717 -0.1 0.0 0.0
F 1.9182 -3.8211 -3.6371 -0.1 0.1 0.0
H 2.5702 4.6420 -0.2134 0.0 0.0 0.0
O -4.6041 0.1403 0.2599 -0.1 0.4 -0.3
C -5.2539 -1.4999 1.7879 0.1 -0.4 0.2
H 2.6052 -0.0858 -2.2160 0.0 0.0 0.0
H 2.3146 3.0152 4.1056 0.1 0.1 0.0
C -5.4377 -0.0759 1.1511 -0.2 0.0 0.3
Cl -4.9034 -2.7845 0.5731 -0.3 0.0 0.1
C -0.0177 -1.8983 2.2179 -0.2 0.1 -0.1
C 0.6360 0.6923 -1.7447 -0.1 -0.2 0.1
H -0.9410 0.6239 -3.2517 0.0 0.0 0.0
H 1.9554 3.0188 -1.9755 0.0 0.0 0.0
H -1.2490 3.1628 2.8542 0.0 0.0 0.0
H 2.3370 -3.7354 3.7731 0.0 0.0 0.0
H -1.3875 1.5065 -1.7790 0.0 0.0 0.0
H -4.3792 -1.4881 2.4388 -0.1 0.1 -0.1
C -1.2476 -2.1161 -3.8489 -0.1 0.1 0.0
H 1.9461 4.1671 2.1304 0.0 0.1 0.0
C 2.0611 3.7201 0.0429 0.0 0.1 0.0
H 1.4271 1.8919 5.1334 0.0 0.0 0.1
C 2.0574 -0.8053 2.0558 0.1 0.2 -0.2
C 1.7834 2.0613 4.1154 0.0 0.0 0.1
H -0.3010 2.2408 -2.9448 0.0 0.0 0.0
H 0.1096 1.1099 3.1837 0.1 0.1 0.0
H 2.4881 1.2695 3.8715 0.0 0.0 0.0
H 1.3992 -0.3463 -3.4743 0.0 0.0 0.0
H 2.1077 1.2528 -3.2587 0.0 0.0 0.0
N 0.0261 0.1640 1.0055 0.3 0.0 0.2
C 0.5222 -2.9309 2.9263 0.0 0.1 0.0
H 3.6929 -1.7968 2.9767 0.0 0.0 0.0
C -0.1040 -1.9395 -5.9482 0.0 0.0 0.1
C 1.8865 -2.9188 3.2260 -0.1 -0.1 0.0
C 1.0580 2.2745 1.7024 0.0 0.0 0.1
O -6.2876 0.6438 1.6659 -0.2 0.1 0.1
F 2.0170 -2.9586 -6.1505 -0.1 0.0 0.0
C 0.9360 -2.6743 -5.3966 -0.2 0.1 0.0
C 0.6805 -0.7671 1.7148 -0.2 -0.3 0.1
C 1.7149 3.4452 1.3553 0.0 0.0 0.0
C 0.7410 1.3210 0.7098 -0.2 0.0 -0.1
C 2.6281 -1.8418 2.7747 0.1 0.0 0.0
C 1.7552 0.3653 -2.7276 0.0 0.0 0.0
F -0.0452 -1.4987 -7.2256 0.0 -0.1 0.1
C 1.0646 1.6210 -0.6302 0.1 0.1 -0.1
C -0.2204 -2.8491 -3.2341 0.0 -0.2 0.2
H -0.1344 -3.7356 3.2299 0.0 -0.1 0.0
C 1.7143 2.8083 -0.9398 0.0 0.0 0.0
C -0.4034 3.1449 3.5410 0.0 0.1 0.0
F -2.3623 -1.8019 -3.1530 0.1 0.0 0.0
H 2.6868 0.0069 1.7108 0.0 0.0 0.0
F -1.3708 -1.9439 1.9655 0.2 -0.2 0.5
C 0.8658 -3.1114 -4.0860 0.1 0.0 -0.1
F -2.2282 -0.9479 -5.6599 0.1 -0.1 0.0
H 0.0468 4.1403 3.5402 0.0 0.0 0.0
```
Forces are in eV/Å.